{"formula": "C44H116N8O13", "method": "ωB97M-V/def2-TZVPD", "species": ["O", "O", "O", "O", "O", "O", "O", "O", "O", "O", "O", "O", "O", "N", "N", "N", "N", "N", "N", "N", "N", "C", "C", "C", "C", "C", "C", "C", "C", "C", "C", "C", "C", "C", "C", "C", "C", "C", "C", "C", "C", "C", "C", "C", "C", "C", "C", "C", "C", "C", "C", "C", "C", "C", "C", "C", "C", "C", "C", "C", "C", "C", "C", "C", "C", "H", "H", "H", "H", "H", "H", "H", "H", "H", "H", "H", "H", "H", "H", "H", "H", "H", "H", "H", "H", "H", "H", "H", "H", "H", "H", "H", "H", "H", "H", "H", "H", "H", "H", "H", "H", "H", "H", "H", "H", "H", "H", "H", "H", "H", "H", "H", "H", "H", "H", "H", "H", "H", "H", "H", "H", "H", "H", "H", "H", "H", "H", "H", "H", "H", "H", "H", "H", "H", "H", "H", "H", "H", "H", "H", "H", "H", "H", "H", "H", "H", "H", "H", "H", "H", "H", "H", "H", "H", "H", "H", "H", "H", "H", "H", "H", "H", "H", "H", "H", "H", "H", "H", "H", "H", "H", "H", "H", "H", "H", "H", "H", "H", "H", "H", "H"], "xyz": [[-4.38, 3.46, -4.16], [-3.08, -5.37, 3.41], [2.93, 0.39, -0.36], [-6.92, 1.33, 5.02], [0.43, -1.27, -7.16], [-4.82, -5.04, -3.44], [4.15, -4.44, -4.32], [2.87, 1.99, 7.23], [-7.47, -5.67, 2.41], [6.09, 4.39, -5.36], [-1.47, 7.02, 2.93], [5.48, -5.76, 5.08], [4.76, 4.78, 3.70], [-3.31, -0.04, -4.04], [-7.15, -6.55, -5.85], [5.65, -2.70, 3.15], [5.43, 6.10, -8.62], [1.95, -1.47, -4.77], [5.99, 2.37, 6.21], [-5.88, -3.69, 3.89], [1.40, 7.79, 5.12], [3.95, 1.01, 7.02], [-1.73, -5.31, 2.98], [-6.18, -5.38, 1.96], [1.73, 2.54, -0.85], [-5.39, -6.07, -4.20], [5.34, 1.71, 7.32], [-7.76, -5.25, -3.97], [-3.41, -4.24, 4.30], [-6.82, 2.22, 3.96], [6.14, -6.42, 6.16], [-4.93, -4.50, 4.68], [6.06, -4.49, 4.78], [6.88, 3.26, -5.01], [1.88, -1.25, -7.25], [5.13, 5.27, 2.43], [-3.53, 2.33, -4.41], [-5.77, -3.97, 2.46], [5.31, -4.03, 3.51], [-0.91, 8.11, 5.75], [-6.63, -5.56, -4.94], [5.13, 3.43, 5.58], [1.56, 1.49, 6.86], [-3.65, -5.42, -2.72], [5.77, 3.93, 4.32], [-7.65, -7.10, 2.56], [-5.33, 3.76, -5.18], [-2.00, 7.58, 1.76], [3.93, -3.04, -4.62], [2.02, 1.34, 0.18], [5.64, -4.89, 2.26], [-7.34, 3.58, 4.43], [0.04, 7.35, 4.79], [2.45, -0.65, -5.92], [-4.62, 1.05, -2.46], [0.80, 0.59, 0.63], [-0.16, -2.11, -8.02], [5.41, 5.91, -7.17], [-0.26, 7.64, 3.33], [-4.27, 1.03, -3.97], [5.43, -4.94, -4.58], [3.93, 5.83, -6.64], [2.39, -2.88, -4.66], [6.26, 4.69, -6.73], [-5.33, 2.22, 3.59], [6.08, 3.87, -7.43], [0.40, 0.01, -0.21], [-4.71, 2.59, 4.41], [0.53, 7.35, 2.64], [1.01, -0.04, 1.49], [-1.57, -6.23, 2.42], [-5.13, 0.91, -4.62], [3.54, 4.82, -6.80], [-8.09, -6.22, -6.06], [5.07, 5.23, -8.97], [-8.42, 3.64, 4.55], [-5.19, 2.81, 2.69], [2.37, -0.70, -8.04], [-1.90, 7.69, 5.55], [5.12, -4.51, 1.38], [-5.07, -4.09, 5.68], [7.27, 4.98, -7.01], [-6.09, 3.00, -5.33], [5.94, -7.49, 6.22], [-0.05, 6.27, 4.81], [-7.11, 4.44, 3.80], [-7.27, -7.74, 1.76], [5.37, -6.01, -4.39], [6.00, -3.85, 5.66], [5.81, 3.11, 3.60], [0.76, 2.19, 7.10], [2.54, 1.68, 1.08], [5.26, -1.92, 3.66], [-8.76, -5.19, -4.41], [1.33, 2.08, -1.75], [0.96, -1.42, -4.59], [0.19, -3.14, -7.97], [-6.49, 0.54, 4.68], [4.76, 6.77, -8.96], [-0.66, 7.81, 6.77], [6.19, -4.53, -3.92], [-2.84, -0.02, -4.94], [5.82, -4.73, -5.58], [-4.76, -3.74, 2.14], [3.81, 0.10, 7.60], [3.21, 6.50, -7.10], [-6.36, -4.72, -5.58], [7.14, 2.57, -5.81], [2.00, -3.53, -5.44], [5.79, -6.13, 7.16], [-0.95, -5.25, 3.74], [-5.61, 0.59, -2.40], [5.16, 4.53, 1.64], [-4.67, -6.44, -4.92], [-6.89, 3.80, 5.40], [4.36, 5.96, 2.11], [-0.25, 8.73, 3.31], [5.32, -2.56, 2.21], [-6.20, -5.32, 0.87], [-6.33, -3.14, 2.02], [-7.35, 1.85, 3.08], [-2.05, 8.66, 1.85], [-0.03, 1.19, 1.01], [6.70, 4.45, 4.55], [6.00, 0.97, 7.77], [-1.22, -2.22, -7.77], [7.20, -6.24, 6.02], [2.61, 0.06, -1.20], [2.02, 7.55, 4.36], [7.12, -4.53, 4.53], [5.30, -5.91, 2.46], [-3.87, 0.64, -1.79], [2.04, 0.36, -5.87], [-3.83, -6.31, -2.11], [4.45, -2.37, -3.93], [-1.28, 7.39, 0.97], [-5.49, -6.12, 2.36], [-7.55, -4.28, -3.54], [-3.20, 2.37, -5.44], [-2.68, 2.52, -3.75], [2.18, -2.30, -7.28], [5.22, 2.35, 8.19], [1.97, -3.28, -3.74], [4.15, 3.00, 5.38], [6.07, 5.83, 2.40], [-0.16, -1.73, -9.04], [-2.74, -4.35, 5.15], [1.52, 1.18, 5.82], [-8.69, -7.40, 2.58], [0.96, 3.23, -0.49], [-7.82, -6.00, -3.18], [5.81, 6.85, -6.78], [6.77, 2.89, 6.59], [-4.77, 4.00, -6.09], [2.66, 3.01, -1.19], [4.29, -2.81, -5.62], [-6.86, -3.83, 4.08], [4.25, -3.89, 3.71], [1.34, 0.57, 7.40], [-4.68, 2.09, -2.15], [-3.29, -3.21, 3.96], [-3.72, -0.95, -3.90], [3.93, 0.70, 5.97], [3.53, -0.66, -5.87], [4.92, 4.30, 6.20], [-1.69, -4.52, 2.24], [-5.24, -5.55, 4.67], [3.93, 5.99, -5.57], [-4.89, 1.25, 3.33], [7.82, 3.63, -4.60], [-3.31, -4.60, -2.09], [-5.93, 4.66, -5.03], [-2.85, -5.74, -3.39], [6.69, -4.75, 2.02], [1.42, 8.80, 5.17], [6.33, 2.74, -4.23], [-7.12, -7.43, 3.46], [-2.98, 7.18, 1.50], [-0.88, 9.18, 5.55], [-7.25, -7.38, -5.29], [-5.65, -6.95, -3.61]], "gap_ev": 8.837, "lumo_energy_ev": 0.144, "relative_energy_kj_mol": 627.05, "e_tot_ha": -3161.7591, "largest_force_ev_per_a": 3.5}



{"formula": "C44H122N10O12", "method": "ωB97M-V/def2-TZVPD", "species": ["O", "O", "O", "O", "O", "O", "O", "O", "O", "O", "O", "O", "N", "N", "N", "N", "N", "N", "N", "N", "N", "N", "C", "C", "C", "C", "C", "C", "C", "C", "C", "C", "C", "C", "C", "C", "C", "C", "C", "C", "C", "C", "C", "C", "C", "C", "C", "C", "C", "C", "C", "C", "C", "C", "C", "C", "C", "C", "C", "C", "C", "C", "C", "C", "C", "C", "H", "H", "H", "H", "H", "H", "H", "H", "H", "H", "H", "H", "H", "H", "H", "H", "H", "H", "H", "H", "H", "H", "H", "H", "H", "H", "H", "H", "H", "H", "H", "H", "H", "H", "H", "H", "H", "H", "H", "H", "H", "H", "H", "H", "H", "H", "H", "H", "H", "H", "H", "H", "H", "H", "H", "H", "H", "H", "H", "H", "H", "H", "H", "H", "H", "H", "H", "H", "H", "H", "H", "H", "H", "H", "H", "H", "H", "H", "H", "H", "H", "H", "H", "H", "H", "H", "H", "H", "H", "H", "H", "H", "H", "H", "H", "H", "H", "H", "H", "H", "H", "H", "H", "H", "H", "H", "H", "H", "H", "H", "H", "H", "H", "H", "H", "H", "H", "H", "H", "H", "H", "H"], "xyz": [[-6.13, 3.09, -2.91], [1.47, -4.09, 6.30], [-3.65, -0.47, -4.28], [-4.42, -1.28, -0.29], [4.25, -0.32, 4.95], [-3.48, 4.02, 1.37], [3.02, 0.64, 0.71], [-1.63, -5.42, -3.36], [7.56, -0.82, -0.15], [4.03, -6.48, 2.09], [0.80, 1.91, 3.75], [-0.21, 5.24, -2.02], [-2.87, -2.90, -2.17], [-5.41, 2.41, 2.91], [9.01, -3.25, -0.67], [0.39, -0.11, 1.47], [3.82, 1.99, 3.18], [3.19, -4.00, -0.50], [-2.61, 0.89, 2.07], [-1.43, 4.33, -4.59], [-6.77, -1.07, -6.08], [-2.46, 2.90, -2.31], [-4.54, -0.36, -5.38], [-4.36, 4.56, 2.35], [9.02, -2.98, 1.71], [3.51, -5.89, 0.94], [0.78, -0.07, 0.05], [4.47, -7.83, 1.97], [-4.80, 2.74, -3.26], [3.86, -4.41, 0.75], [-3.89, 4.84, -2.11], [1.77, 2.62, 4.47], [-5.39, -1.25, -1.30], [-5.42, -2.74, -4.97], [3.42, -3.38, 1.76], [-6.66, 2.33, -1.83], [3.02, 3.12, 3.70], [0.08, 5.88, -3.26], [0.35, 5.48, -5.76], [2.31, -3.04, 5.73], [-3.01, -5.64, -3.29], [5.63, -0.60, 4.76], [0.19, 1.21, -0.51], [7.06, -2.08, 0.31], [-5.65, 3.77, 2.41], [-3.19, -1.50, 2.41], [-3.04, -0.37, 1.41], [0.83, 5.13, -1.05], [-6.69, 4.38, 3.34], [-0.83, -3.66, -1.12], [-3.87, 3.29, -2.19], [1.38, -2.22, 4.84], [-1.23, -4.07, -3.60], [-2.47, 0.35, -4.41], [5.83, -2.11, 4.65], [4.43, 0.59, 0.51], [2.65, 3.97, 2.43], [-4.16, -0.10, 0.46], [2.30, -0.25, -0.13], [-0.10, 1.22, 4.58], [8.12, -3.19, 0.51], [-5.73, -1.25, -5.03], [-1.45, -3.12, -2.40], [-0.08, 4.93, -4.41], [-2.14, 4.08, 1.75], [7.45, -0.56, -1.53], [0.32, 0.35, 5.11], [-5.02, 0.34, 0.98], [3.53, 3.78, 4.40], [3.68, -3.68, 2.79], [-2.25, -0.72, 0.73], [-6.11, -0.85, -4.09], [3.63, -8.46, 1.67], [4.87, -8.07, 2.95], [4.70, 0.02, -0.38], [9.89, -3.63, 1.79], [8.49, -3.62, -1.46], [9.26, -2.31, -0.96], [7.90, -1.40, -2.08], [0.36, -0.95, -0.45], [-0.38, 1.82, 5.45], [-7.09, 5.31, 2.92], [-4.57, 5.60, 2.07], [6.43, -2.53, -0.46], [-6.19, 1.36, -1.67], [-4.54, 3.08, -4.27], [6.52, -1.82, 1.21], [-3.45, -5.59, -2.29], [-6.20, 3.75, 1.46], [-5.00, 0.63, -5.53], [-1.84, 3.02, -1.52], [-5.26, -0.40, -1.97], [0.38, 4.76, -6.58], [-3.83, 0.67, -0.26], [-4.12, -0.73, -6.32], [4.07, -2.51, 1.68], [4.71, 2.36, 2.85], [-0.85, 1.27, -0.19], [8.09, 0.24, -1.90], [0.12, 1.16, -1.60], [-7.72, 2.21, -2.05], [-3.96, 4.60, 3.36], [6.33, -2.46, 3.74], [0.52, 0.79, 1.94], [-4.69, -2.90, -4.18], [-2.96, -2.31, -1.34], [-2.66, 1.67, 1.42], [2.25, 1.99, 5.23], [2.20, -4.19, -0.41], [7.70, -4.20, 0.58], [-4.50, 1.97, 2.77], [6.42, -0.52, -1.89], [2.42, -5.94, 0.88], [-5.23, -2.23, -1.75], [-0.17, -4.17, -3.82], [-3.74, 5.30, -3.08], [1.08, 6.31, -3.23], [-5.08, -3.18, -5.90], [1.54, 5.97, -1.10], [0.85, -2.79, 4.08], [-1.65, 5.06, 1.83], [-7.55, 3.72, 3.48], [0.25, -3.78, -1.22], [-1.03, -4.71, -0.88], [-3.18, 5.19, -1.37], [3.84, -6.42, 0.03], [3.98, 0.38, 4.33], [-1.85, 0.30, -3.52], [3.53, -4.39, -1.37], [-1.97, 5.01, -5.11], [-4.18, 2.87, -1.23], [1.46, 4.29, -1.36], [1.36, 5.91, -5.78], [-1.87, 3.46, 2.61], [-4.71, 1.66, -3.38], [-6.60, 2.93, -0.92], [0.84, 2.06, -0.28], [5.90, -0.10, 3.83], [2.57, -1.28, 0.13], [1.32, 3.49, 4.96], [0.54, 4.05, -4.16], [4.94, -4.26, 0.64], [5.25, -7.97, 1.22], [-4.90, 5.04, -1.73], [3.32, 1.75, 2.33], [4.93, 1.56, 0.50], [-7.49, -1.73, -5.83], [8.46, -3.00, 2.65], [-3.33, -2.28, -2.83], [-6.27, 4.63, 4.31], [-6.38, -1.18, -0.82], [-1.90, -0.18, -5.18], [-2.19, -1.70, 2.81], [0.65, -1.65, 5.41], [2.07, 3.45, 1.66], [4.81, -0.02, 1.34], [2.35, -3.21, 1.88], [2.83, -2.57, 6.56], [6.21, -0.25, 5.61], [-1.37, 3.43, -5.03], [-3.31, -6.59, -3.74], [1.61, -4.89, 5.79], [1.96, -1.54, 4.21], [-3.61, -4.94, -3.89], [-1.00, 0.85, 4.09], [-1.57, 3.54, 0.98], [-0.24, 6.36, -6.06], [1.98, 4.76, 2.80], [0.45, 4.93, -0.06], [-0.98, -3.04, -0.23], [1.17, -0.61, 1.90], [-3.65, -1.16, 3.34], [-6.37, -3.23, -4.72], [3.56, 4.41, 2.03], [-7.16, -0.14, -6.08], [-0.59, 6.74, -3.36], [3.06, -3.55, 5.13], [4.92, -2.70, 4.74], [-6.06, 1.68, 2.64], [-1.98, 3.51, -3.00], [2.50, -0.28, -1.21], [-1.64, 0.59, 2.15], [-0.82, -2.23, -2.56], [-2.67, 1.36, -4.76], [9.39, -1.95, 1.74], [-1.76, -3.70, -4.49], [6.43, -2.53, 5.46], [-3.63, -2.37, 1.92]], "gap_ev": 8.475, "lumo_energy_ev": 0.289, "relative_energy_kj_mol": 254.10, "e_tot_ha": -3199.7256, "largest_force_ev_per_a": 2.9}